1.
A structure of composition C44H41AsBF4N6O5SeTl, computed with the ωB97M-V functional and the def2-TZVPD basis.

Last column: Löwdin charge in e.
Geometry (Å):
Tl: 0.0477 -0.4885 -0.5548  1.008
O: 3.2204 -2.9764 0.6205  0.088
C: 2.7143 -1.9462 0.2254  -0.586
O: 1.7260 -1.9208 -0.6015  -0.146
C: 3.3344 -0.5929 0.6372  -0.087
C: 3.2128 0.4794 -0.4603  -0.261
C: 4.2343 1.5934 -0.1949  -0.086
C: 3.5922 2.2936 1.0185  -0.083
C: 2.2984 1.4793 1.1843  -0.251
O: 1.9807 1.1302 -0.1654  -0.132
C: 2.6442 0.1248 1.8298  -0.080
C: 1.3845 -0.5649 2.3816  -0.567
O: 1.3983 -1.0765 3.4815  0.102
O: 0.3230 -0.5205 1.6543  -0.161
H: 4.3764 -0.8106 0.8720  0.156
H: 3.2065 0.0856 -1.4774  0.162
H: 4.2905 2.2627 -1.0528  0.115
H: 5.2277 1.2019 0.0080  0.118
H: 3.3664 3.3363 0.8030  0.102
H: 4.2156 2.2458 1.9089  0.120
H: 1.4503 2.0062 1.6269  0.118
H: 3.3301 0.2255 2.6715  0.157
Se: -0.0018 2.5060 -7.9868  1.147
N: 0.1102 0.8766 -7.3422  -0.244
C: 0.0238 0.9248 -6.0271  -0.325
C: 0.0840 -0.2170 -5.1590  -0.070
C: 0.2075 -1.5251 -5.6361  0.032
C: 0.2589 -2.5694 -4.7373  -0.006
C: 0.1919 -2.2762 -3.3779  -0.088
N: 0.0687 -1.0461 -2.9271  0.070
C: 0.0073 -0.0119 -3.7659  -0.112
C: -0.1680 1.3224 -3.2137  -0.118
N: -0.2528 1.4671 -1.8878  0.072
C: -0.5105 2.6386 -1.3484  -0.080
C: -0.6751 3.7836 -2.1301  0.011
C: -0.5259 3.6913 -3.4950  0.039
C: -0.2668 2.4387 -4.0650  -0.068
C: -0.1353 2.2420 -5.4831  -0.319
N: -0.1605 3.2048 -6.3836  -0.242
H: 0.2644 -1.6800 -6.7021  0.122
H: 0.3508 -3.5880 -5.0758  0.115
H: 0.2590 -3.0451 -2.6195  0.104
H: -0.5888 2.6665 -0.2613  0.079
H: -0.9219 4.7202 -1.6571  0.117
H: -0.6168 4.5490 -4.1437  0.122
F: -3.1358 1.6986 -2.0067  0.148
B: -3.5004 1.0083 -0.8712  -1.338
F: -3.3367 1.7786 0.2474  0.150
F: -4.7579 0.4989 -0.9635  0.166
F: -2.5783 -0.1224 -0.7513  -0.038
C: -4.2534 -5.9459 -0.9561  -0.084
C: -3.0804 -5.6836 -1.6456  -0.083
C: -2.2824 -4.6176 -1.2708  -0.113
C: -2.6535 -3.8070 -0.2056  -0.309
C: -3.8479 -4.0496 0.4610  -0.079
C: -4.6413 -5.1210 0.0861  -0.073
As: -1.3622 -2.4853 0.5009  1.412
C: -0.1691 -3.6867 1.4501  -0.268
C: 0.7624 -4.5586 0.9197  -0.094
C: 1.5787 -5.2782 1.7777  -0.078
C: 1.4785 -5.0959 3.1461  -0.062
C: 0.5395 -4.2313 3.6819  -0.014
C: -0.3081 -3.5259 2.8382  -0.195
C: -1.3682 -2.6073 3.2581  -0.188
C: -1.7088 -2.3078 4.5708  -0.008
C: -2.7484 -1.4321 4.8320  -0.070
C: -3.4452 -0.8288 3.7976  -0.087
C: -3.1097 -1.1009 2.4782  -0.079
C: -2.0883 -1.9943 2.2184  -0.298
H: -4.8624 -6.7945 -1.2303  0.103
H: -2.7860 -6.3160 -2.4704  0.103
H: -1.3579 -4.4150 -1.7999  0.080
H: -4.1521 -3.4032 1.2760  0.101
H: -5.5635 -5.3167 0.6134  0.106
H: 0.8774 -4.6564 -0.1524  0.105
H: 2.3246 -5.9452 1.3739  0.108
H: 2.1462 -5.6279 3.8085  0.104
H: 0.4829 -4.0884 4.7503  0.109
H: -1.1537 -2.7486 5.3853  0.110
H: -3.0120 -1.2125 5.8566  0.103
H: -4.2442 -0.1368 4.0133  0.105
H: -3.6279 -0.6132 1.6628  0.108
C: -0.0406 5.1982 5.1388  -0.068
C: -0.9191 5.3645 3.8945  -0.215
N: -0.5139 4.5269 2.7870  -0.096
C: 0.3328 5.1232 1.7744  -0.208
C: 1.7167 5.5388 2.2762  -0.080
C: -0.9265 3.2364 2.6551  -0.396
C: -1.9096 2.7062 3.6652  0.016
N: -0.4914 2.5356 1.6772  0.091
H: -0.4025 5.8532 5.9269  0.075
H: 0.9961 5.4416 4.9292  0.057
H: -0.0733 4.1740 5.4989  0.065
H: -0.8820 6.4060 3.5608  0.121
H: -1.9566 5.1429 4.1545  0.109
H: -0.1741 6.0016 1.3496  0.121
H: 0.4511 4.3762 0.9883  0.089
H: 1.6643 6.3730 2.9721  0.063
H: 2.3246 5.8588 1.4326  0.071
H: 2.2053 4.6977 2.7621  0.073
H: -2.8868 3.1565 3.4943  0.097
H: -1.6028 2.8973 4.6895  0.072
H: -2.0107 1.6322 3.5249  0.070
H: -0.8581 1.5867 1.6738  0.053

Computed properties:
- energy (Ha) = -7640.3141
- highest occupied orbital energy (eV) = -7.9411
- energy above the lowest of the compared OMol25 structures with the same formula, charge and spin (kcal per mole) = 21.58

***

2.
A structure of composition C44H41AsCrN5O3S, computed with the ωB97M-V functional and the def2-TZVPD basis.

Last column: Löwdin charge in e.
Geometry (Å):
Cr: -0.0967 -0.8325 -0.0744  0.703
C: -3.4755 1.9106 0.1288  -0.010
C: -2.7076 0.6257 -0.1173  -0.418
O: -1.4395 0.7120 -0.2581  -0.214
C: -3.4312 -0.5575 -0.1438  -0.024
C: -2.9225 -1.8609 -0.2363  -0.297
C: -3.8683 -3.0301 -0.2636  -0.034
N: -1.6309 -2.1163 -0.2970  -0.064
N: -1.2729 -3.4115 -0.4467  0.082
C: 0.0190 -3.4965 -0.6336  -0.456
O: 0.7205 -2.4235 -0.7473  -0.186
C: 0.6620 -4.8135 -0.6418  -0.140
C: 2.0523 -4.9007 -0.5788  -0.012
C: 2.6573 -6.1421 -0.5087  -0.085
C: 1.8841 -7.2934 -0.5007  -0.107
C: 0.5002 -7.2094 -0.5563  -0.098
C: -0.1114 -5.9740 -0.6270  -0.034
H: -2.8477 2.7780 -0.0611  0.060
H: -3.8078 1.9428 1.1655  0.085
H: -4.3546 1.9535 -0.5094  0.082
H: -4.5030 -0.4748 -0.0337  0.098
H: -4.9030 -2.7057 -0.2028  0.068
H: -3.6349 -3.6892 0.5715  0.080
H: -3.7170 -3.6074 -1.1754  0.078
H: 2.6280 -3.9863 -0.5589  0.093
H: 3.7349 -6.2179 -0.4504  0.099
H: 2.3607 -8.2622 -0.4448  0.092
H: -0.0982 -8.1115 -0.5398  0.095
H: -1.1848 -5.8706 -0.6622  0.105
N: 3.6075 0.8553 -0.6739  0.027
C: 2.4249 0.4449 0.0251  -1.095
N: 2.1085 1.4240 1.0366  0.067
S: 2.8241 -1.1831 0.8219  0.724
H: 2.8667 2.7620 -0.4499  0.115
H: 3.6685 0.3557 -1.5548  0.116
H: 2.7452 1.3352 1.8201  0.075
H: 1.1681 1.2128 1.3590  0.028
N: -0.2903 -0.6301 1.5911  0.006
C: -0.3537 -0.6697 2.8639  -0.272
C: -0.7153 -1.9281 3.5236  -0.154
C: -0.4119 -3.1400 2.8967  -0.009
C: -0.8044 -4.3380 3.4549  -0.075
C: -1.4956 -4.3549 4.6582  -0.103
C: -1.7926 -3.1588 5.2929  -0.098
C: -1.4128 -1.9545 4.7338  -0.045
C: -0.0721 0.5376 3.6452  -0.167
C: 0.5269 0.4706 4.9052  -0.039
C: 0.8277 1.6264 5.5977  -0.092
C: 0.5589 2.8692 5.0430  -0.102
C: -0.0153 2.9480 3.7827  -0.080
C: -0.3362 1.7967 3.0929  -0.039
H: 0.1574 -3.1185 1.9779  0.098
H: -0.5643 -5.2646 2.9530  0.101
H: -1.7990 -5.2943 5.0993  0.092
H: -2.3286 -3.1672 6.2327  0.095
H: -1.6695 -1.0246 5.2214  0.111
H: 0.7839 -0.4938 5.3182  0.115
H: 1.2906 1.5619 6.5735  0.097
H: 0.8150 3.7710 5.5811  0.093
H: -0.2105 3.9119 3.3330  0.102
H: -0.7928 1.8491 2.1122  0.108
O: 1.3493 0.2349 -0.7614  -0.384
As: 0.0674 2.3525 -1.7448  1.380
C: -1.3079 3.7329 -1.9464  -0.462
C: -1.1231 4.9289 -1.2364  -0.152
C: -2.0624 5.9370 -1.2613  -0.112
C: -3.2225 5.7908 -2.0082  -0.110
C: -3.4300 4.6162 -2.7162  -0.103
C: -2.4949 3.6025 -2.6758  -0.141
C: 3.7907 2.3088 -0.8767  -0.358
C: 3.8875 2.6578 -2.3123  -0.044
C: 4.9247 3.3725 -2.8266  -0.119
C: 5.9744 3.8199 -2.0151  -0.109
C: 5.9626 3.5153 -0.6456  -0.124
C: 4.9528 2.8058 -0.0853  -0.021
C: -0.4503 1.3038 -3.2999  -0.422
C: -0.5943 -0.0786 -3.2699  -0.102
C: -0.9535 -0.7972 -4.3958  -0.077
C: -1.1537 -0.1432 -5.6001  -0.105
C: -0.9698 1.2296 -5.6670  -0.104
C: -0.6178 1.9391 -4.5345  -0.149
H: -0.2030 5.0441 -0.6695  0.088
H: -1.8992 6.8456 -0.6987  0.094
H: -3.9628 6.5768 -2.0202  0.090
H: -4.3370 4.4919 -3.2955  0.097
H: -2.6865 2.6795 -3.2100  0.098
H: 3.0860 2.2980 -2.9458  0.090
H: 4.9349 3.6129 -3.8835  0.094
H: 6.7912 4.3876 -2.4325  0.085
H: 6.7900 3.8535 -0.0327  0.092
H: 4.9561 2.5559 0.9627  0.098
H: -0.4298 -0.6113 -2.3355  0.057
H: -1.0803 -1.8720 -4.3315  0.106
H: -1.4417 -0.6984 -6.4842  0.094
H: -1.0971 1.7421 -6.6110  0.095
H: -0.4750 3.0135 -4.5947  0.097

Computed properties:
- total charge = -1
- energy (Ha) = -5879.1819
- highest occupied orbital energy (spin up / spin down) (eV) = -4.0053 / -3.8560
- energy above the lowest of the compared OMol25 structures with the same formula, charge and spin (kcal per mole) = 85.78
- ⟨S²⟩ = 6.3479
- spin multiplicity = 5

***

3.
A structure of composition C44H42CaN8O4, computed with the ωB97M-V functional and the def2-TZVPD basis.

Last column: Löwdin charge in e.
Geometry (Å):
Ca: -0.4690 0.6727 0.1350  1.320
C: -5.1201 -4.8042 2.8219  -0.059
C: -4.3812 -3.5551 2.4269  -0.278
C: -4.8584 -2.2998 2.6869  -0.004
C: -4.1488 -1.1247 2.3375  -0.112
C: -4.7209 0.0930 2.7892  -0.012
N: -4.1518 1.2286 3.0833  0.088
C: -2.7191 1.5188 3.2131  -0.173
C: -2.4597 2.9759 3.5524  -0.251
C: -0.9782 3.1610 3.7316  -0.216
N: -0.6351 2.5300 4.9882  -0.018
C: 0.3736 1.7637 5.2544  -0.037
C: 1.4045 1.1904 4.4420  -0.106
C: 2.6070 1.0210 5.1517  -0.017
C: 3.7766 0.5544 4.5928  -0.289
C: 5.0554 0.4344 5.3769  -0.066
C: 3.7087 0.2138 3.2427  -0.011
C: 2.5571 0.3013 2.4801  -0.104
C: 2.7150 -0.1432 1.1040  -0.115
N: 1.9401 0.0008 0.1047  -0.038
C: 2.3827 -0.6315 -1.1269  -0.235
C: 1.3263 -1.6206 -1.6047  -0.178
C: 0.8417 -2.5540 -0.4940  -0.208
N: -0.2969 -1.9855 0.2320  0.019
C: -1.1773 -2.8179 0.6039  -0.129
C: -2.4219 -2.5437 1.3351  -0.119
C: -3.1419 -3.6346 1.7595  0.012
C: -2.9548 -1.2062 1.5297  -0.322
O: -2.4825 -0.2048 0.9529  -0.139
C: 1.2843 0.7059 3.0740  -0.312
O: 0.1924 0.5347 2.4920  -0.099
H: -6.0136 -4.5626 3.3970  0.073
H: -4.4975 -5.4587 3.4347  0.079
H: -5.4332 -5.3779 1.9467  0.078
H: -5.8009 -2.1906 3.2161  0.118
H: -5.7877 0.0683 3.0005  0.138
H: -4.7592 1.9549 3.4391  0.148
H: -2.2070 1.2447 2.3040  0.075
H: -2.3389 0.8633 4.0034  0.137
H: -3.0885 3.2445 4.4452  0.096
H: -2.7894 3.6043 2.7215  0.113
H: -0.7149 4.2182 3.8310  0.079
H: -0.1840 3.0247 1.5119  -0.111
H: -1.2285 2.7034 5.8122  0.139
H: 0.4858 1.5658 6.3206  0.127
H: 2.6182 1.3052 6.2011  0.112
H: 4.8725 0.5809 6.4420  0.069
H: 5.7937 1.1778 5.0662  0.075
H: 5.5126 -0.5496 5.2530  0.073
H: 4.6080 -0.1576 2.7561  0.116
H: 3.6748 -0.6547 0.9394  0.115
H: 3.3353 -1.1598 -0.9774  0.109
H: 2.5448 0.1340 -1.8909  0.116
H: 1.7215 -2.2190 -2.4284  0.112
H: 0.4643 -1.0824 -2.0061  0.077
H: 1.6537 -2.7146 0.2230  0.122
H: 0.5761 -3.5337 -0.9082  0.107
H: -1.0417 -3.8868 0.3790  0.122
H: -2.7355 -4.6214 1.5504  0.122
C: -2.0931 2.6145 -14.1048  -0.081
O: -2.6426 1.5236 -13.3876  -0.078
C: -2.4401 1.4869 -12.0470  -0.282
C: -3.0006 0.4012 -11.3758  0.001
C: -2.8455 0.2783 -10.0111  -0.027
C: -2.1312 1.2292 -9.2802  -0.157
C: -1.5785 2.3068 -9.9607  -0.013
C: -1.7260 2.4437 -11.3324  -0.008
C: -1.9421 1.1328 -7.8297  -0.266
N: -1.2705 1.9939 -7.1027  0.189
C: -1.3414 1.5178 -5.8177  -0.170
C: -2.0672 0.3546 -5.7674  -0.133
N: -2.4514 0.1153 -7.0681  0.178
C: -2.3250 -0.3590 -4.5583  -0.077
C: -3.1112 -1.5129 -4.4574  -0.008
C: -3.3057 -2.0806 -3.2244  -0.041
C: -2.6859 -1.4976 -2.1145  -0.113
N: -1.9230 -0.4260 -2.1845  0.106
C: -1.7525 0.1640 -3.3802  -0.140
C: -0.9794 1.4072 -3.4154  -0.148
N: -0.5187 1.8801 -2.2411  0.071
C: 0.0797 3.0604 -2.2311  -0.110
C: 0.3158 3.8097 -3.3917  -0.028
C: -0.1088 3.3149 -4.5995  0.001
C: -0.7923 2.0934 -4.6236  -0.085
H: -2.3672 2.4593 -15.1441  0.092
H: -1.0042 2.6383 -14.0169  0.096
H: -2.5070 3.5647 -13.7588  0.096
H: -3.5528 -0.3329 -11.9466  0.121
H: -3.2942 -0.5787 -9.5227  0.104
H: -1.0246 3.0453 -9.3974  0.114
H: -1.2823 3.2946 -11.8277  0.104
H: -2.9946 -0.6584 -7.4040  0.143
H: -3.5721 -1.9428 -5.3390  0.111
H: -3.9209 -2.9609 -3.0988  0.106
H: -2.8242 -1.9236 -1.1295  0.090
H: 0.3469 3.4196 -1.2463  0.069
H: 0.8190 4.7630 -3.3155  0.106
H: 0.0459 3.8488 -5.5284  0.115
O: -0.1327 2.7652 0.5835  -0.569

Computed properties:
- energy (Ha) = -3118.5852
- highest occupied orbital energy (eV) = -5.4031
- energy above the lowest of the compared OMol25 structures with the same formula, charge and spin (kcal per mole) = 20.63

***

Number 1 is which compound? C44H41AsBF4N6O5SeTl